# C5H6N2

An isolated molecule of C5H6N2 (the ωB97M-V functional and the def2-TZVPD basis, OMol25).

The geometry in XYZ format:
```
13
Properties=species:S:1:pos:R:3:forces:R:3:nbo_charge:R:1
C -1.30437 -1.03364 0.04215 -3.61 -1.96 -1.30 -0.43
C -1.43838 0.54726 0.03878 2.71 -0.25 3.02 -0.23
C 1.31760 0.87113 -0.05521 -2.29 7.96 -2.33 -0.11
C 2.21707 -0.08219 0.07122 0.56 -2.20 0.71 -0.10
C 0.28887 -0.87321 -0.51013 -4.13 -2.10 2.37 0.40
H -1.29774 -1.63392 1.06059 -0.41 1.57 -2.14 0.25
H -2.37829 -1.25781 -0.69797 3.67 -0.75 2.00 0.22
H -1.56594 1.06496 1.09767 1.06 -1.40 -1.74 0.21
H -2.06095 1.22472 -0.52535 -0.43 -0.90 -1.07 0.22
H 1.45707 2.03838 -0.36505 0.16 -2.85 1.66 0.21
H 3.31382 0.02343 0.48898 -2.52 -0.50 -1.41 0.25
N -0.03908 0.43432 -0.50078 6.30 2.01 0.80 -0.40
N 1.49033 -1.32341 -0.14490 -1.08 1.38 -0.57 -0.48
```
Positions in Å, forces in eV/Å.

Calculated values
Molar mass   94.1 g/mol
Spin multiplicity   1
Energy above the lowest of the compared OMol25 structures with the same formula, charge and spin   5.4348 eV
Charge   0
Highest occupied orbital energy   -9.08 eV
Frontier orbital gap   9.9 eV
Energy   -8256.9236 eV
SMILES   c1cn2c(n1)CC2

***

# C5H12N2O

An isolated molecule of C5H12N2O (the ωB97M-V functional and the def2-TZVPD basis, OMol25).

The geometry in XYZ format:
```
20
Properties=species:S:1:pos:R:3:forces:R:3:nbo_charge:R:1
N 1.19159 -0.83867 1.77614 1.07 2.90 -2.52 -0.85
C 1.27581 -0.25882 0.23823 -0.08 1.47 3.85 -0.14
C 2.47392 0.70048 0.10682 1.51 -2.80 3.40 -0.66
C 0.04940 0.58787 0.04252 -3.62 0.73 0.16 0.68
N -1.21286 -0.13913 -0.23285 1.64 2.32 -0.74 -0.50
C -1.13805 -1.10581 -1.30428 -3.45 -3.41 1.04 -0.41
C -2.34880 0.77586 -0.15279 -3.10 1.30 0.20 -0.45
O -0.03643 1.80263 0.25567 1.10 -2.19 -0.03 -0.60
H 0.71599 -1.70176 1.95602 -0.77 0.06 -0.30 0.37
H 0.87084 -0.00118 2.30678 0.05 -1.47 -0.22 0.37
H 1.31045 -1.03303 -0.44771 0.09 -1.73 -0.99 0.21
H 3.16197 0.46145 1.03127 -1.33 0.49 -1.41 0.23
H 2.15721 1.71662 0.26315 0.30 0.42 -1.01 0.26
H 3.10378 0.26880 -0.65492 0.11 1.16 -0.98 0.23
H -2.15452 -1.36729 -1.89321 2.09 1.09 1.72 0.22
H -0.82115 -2.10469 -0.89387 -0.42 0.68 -0.18 0.19
H -0.44387 -0.92175 -2.01819 2.11 1.12 -2.38 0.18
H -2.12285 1.92560 -0.31728 0.09 -2.52 0.99 0.24
H -3.22710 0.72390 -0.97587 2.13 -0.98 1.73 0.21
H -2.80534 0.50894 0.91439 0.48 1.34 -2.30 0.21
```
Positions in Å, forces in eV/Å.

Calculated values
Molar mass   116.2 g/mol
Spin multiplicity   1
Energy above the lowest of the compared OMol25 structures with the same formula, charge and spin   3.7312 eV
Charge   0
Highest occupied orbital energy   -9.03 eV
Frontier orbital gap   9.9 eV
Energy   -10404.6928 eV
SMILES   C[C@@H](N)C(=O)N(C)C

***

# C20H32IrN4O6P2S

A structure of composition C20H32IrN4O6P2S (the ωB97M-V functional and the def2-TZVPD basis, OMol25).

The geometry in XYZ format:
```
66
Properties=species:S:1:pos:R:3:forces:R:3:nbo_charge:R:1
Ir 0.07321 -0.32002 1.24490 -0.77 0.90 0.64 1.06
N 1.66081 0.13539 4.80792 0.04 0.21 0.00 -0.70
C 1.53326 1.42828 3.99761 0.05 -0.03 -0.09 -0.63
C 1.93968 2.63325 4.82966 0.02 -0.01 -0.10 -0.64
P -0.18293 1.40478 3.32756 -0.52 -0.13 0.28 2.36
O -0.93725 2.42515 4.26567 0.03 0.00 0.08 -0.98
O -0.25502 1.79940 1.87219 0.47 0.25 0.11 -1.10
O -0.58920 -0.05168 3.52278 0.04 -0.12 -0.41 -1.12
P 2.57395 1.17510 2.48767 0.02 0.08 -0.10 2.39
O 3.90330 0.66805 3.22868 -0.04 -0.18 -0.11 -1.02
O 2.76249 2.38636 1.69336 0.00 0.02 0.01 -1.08
O 1.96391 -0.12335 1.89490 -0.16 -0.03 -0.08 -1.00
H 1.68360 0.32677 5.80925 0.00 0.01 0.00 0.43
H 2.50480 -0.38029 4.54698 0.06 0.03 0.08 0.46
H 0.81907 -0.42675 4.57252 -0.07 -0.11 -0.05 0.48
H 1.26305 2.78089 5.67172 0.01 -0.02 0.01 0.23
H 1.90262 3.52602 4.20743 0.00 -0.01 -0.01 0.27
H 2.96268 2.51863 5.19035 0.01 0.02 -0.01 0.23
H -1.82155 2.67760 3.96993 -0.03 0.02 0.01 0.53
H 4.70493 0.95221 2.77055 0.07 -0.01 0.04 0.54
C 0.65574 3.84819 -3.90446 0.04 0.01 0.01 -0.61
C 1.64981 4.49800 -2.94361 -0.09 -0.04 -0.02 -0.40
C 1.17470 4.60048 -1.49435 0.01 -0.08 -0.09 -0.41
C 0.97642 3.26767 -0.78398 0.02 0.01 -0.07 -0.23
N -0.30364 2.65761 -1.17884 0.11 0.05 0.05 -0.53
C -0.61515 1.38073 -1.22753 -0.01 -0.03 -0.13 0.39
S 0.59126 0.12501 -0.91791 0.12 -0.19 -0.25 -0.04
N -1.83972 1.03628 -1.61207 -0.08 -0.13 0.09 -0.56
C -2.33368 -0.33507 -1.82310 0.12 0.08 -0.08 -0.22
C -1.96157 -0.92503 -3.17962 -0.09 0.05 -0.02 -0.41
C -2.77544 -0.40082 -4.36252 0.07 0.07 0.01 -0.40
C -2.48384 1.04826 -4.75290 -0.01 -0.06 0.02 -0.60
H 1.00592 3.93567 -4.93295 -0.01 -0.01 0.00 0.23
H -0.32262 4.33586 -3.85171 0.01 -0.02 0.00 0.19
H 0.52279 2.78427 -3.69832 -0.02 0.02 0.00 0.19
H 1.87483 5.50512 -3.29975 0.03 -0.01 0.01 0.21
H 2.58981 3.93976 -2.96477 0.02 0.04 -0.01 0.20
H 0.24417 5.18162 -1.45024 0.05 0.04 0.05 0.19
H 1.91633 5.15742 -0.91992 -0.04 0.02 0.02 0.23
H 0.98357 3.39037 0.29370 -0.04 -0.01 0.12 0.24
H 1.77940 2.57596 -1.02816 -0.01 -0.05 0.00 0.23
H -1.03356 3.32071 -1.40616 0.00 0.00 -0.02 0.40
H -2.46093 1.78277 -1.88745 -0.03 -0.01 0.03 0.40
H -3.41810 -0.29265 -1.71331 0.00 0.02 0.05 0.21
H -1.93902 -0.95823 -1.02383 -0.03 -0.03 0.02 0.23
H -2.10635 -2.00544 -3.10265 0.03 0.00 0.00 0.23
H -0.89479 -0.76083 -3.35317 0.00 -0.06 0.01 0.21
H -3.84235 -0.51686 -4.14857 0.01 -0.04 -0.03 0.20
H -2.56255 -1.04014 -5.22111 -0.02 0.00 -0.01 0.22
H -2.87407 1.76335 -4.02411 0.01 0.01 -0.02 0.17
H -2.94927 1.29082 -5.70779 0.00 0.01 0.01 0.23
H -1.40908 1.21878 -4.85316 -0.02 0.01 0.00 0.21
N -0.68164 -10.18445 0.89496 0.01 0.01 -0.01 -0.28
C -0.60444 -9.03850 0.88387 0.02 0.18 -0.02 0.26
C -0.51479 -7.59762 0.87881 -0.04 -0.24 0.02 -0.16
C -1.36745 -6.85237 0.07059 -0.05 0.06 -0.05 -0.14
C -1.29465 -5.47196 0.08296 -0.03 -0.04 -0.05 -0.21
C -0.37478 -4.82573 0.90847 0.01 0.27 0.06 -0.05
C 0.47905 -5.58000 1.71480 0.01 -0.05 0.02 -0.21
C 0.41247 -6.96057 1.69709 0.06 0.05 0.05 -0.15
C -0.29883 -3.39172 0.93891 -0.39 -0.28 -0.25 0.08
C -0.28813 -2.17451 0.92908 1.06 -0.51 0.16 -0.38
H -2.08093 -7.35927 -0.56435 -0.01 0.01 0.01 0.24
H -1.95363 -4.88305 -0.54015 0.00 -0.03 -0.01 0.22
H 1.19277 -5.07319 2.34947 0.00 -0.03 0.01 0.22
H 1.07058 -7.55249 2.31819 0.00 0.02 0.00 0.24
```
Positions in Å, forces in eV/Å.

Calculated values
Molar mass   710.7 g/mol
Spin multiplicity   1
Energy above the lowest of the compared OMol25 structures with the same formula, charge and spin   0.3526 eV
Charge   +1
Highest occupied orbital energy (spin up / spin down)   -10.57 / -10.57 eV
Frontier orbital gap (spin up / spin down)   6.3 / 6.3 eV
Energy   -71754.6108 eV

***

# H26Na2O17S

A structure of composition H26Na2O17S (the ωB97M-V functional and the def2-TZVPD basis, OMol25).

The geometry in XYZ format:
```
46
Properties=species:S:1:pos:R:3:forces:R:3:nbo_charge:R:1
Na -0.28554 3.34464 -2.33654 0.00 -0.93 0.02 0.99
Na -0.53980 3.04948 1.15103 -0.18 -0.97 0.73 0.95
S -0.24586 0.31347 -0.15309 -0.54 -1.13 0.35 2.65
O 0.94422 -0.34292 0.38711 0.16 0.66 -0.35 -1.07
O -1.14595 0.63395 0.97988 0.01 0.73 -0.29 -1.13
O 0.11709 1.60134 -0.84221 0.11 1.46 -0.17 -1.23
O -0.95512 -0.54464 -1.10301 0.35 0.54 0.14 -1.06
O 2.58868 -2.27737 -0.98779 0.07 0.02 -0.07 -0.95
H 2.35257 -1.39447 -0.67631 -0.05 -0.51 -0.13 0.46
H 1.75630 -2.66373 -1.29351 0.02 0.05 -0.07 0.48
O -0.09441 -2.84953 1.25775 -0.38 -0.08 0.16 -0.96
H 0.12285 -3.06249 0.34012 -0.07 -0.15 0.15 0.49
H 0.17493 -1.93345 1.38016 0.16 -0.37 -0.08 0.47
O 1.52974 1.82704 2.26303 0.03 0.78 -0.41 -1.01
H 2.13851 2.49394 2.60107 0.09 -0.17 0.20 0.48
H 2.10562 1.24792 1.72775 0.07 -0.10 0.11 0.52
O -3.00618 2.50015 0.55266 0.47 0.17 0.03 -1.02
H -3.82566 2.32921 1.02782 -0.05 0.15 -0.02 0.50
H -2.46762 1.69359 0.70475 -0.21 -0.14 -0.19 0.50
O -1.97233 -0.08734 -3.52069 0.33 0.03 0.08 -0.96
H -1.58729 -0.25308 -2.62934 -0.06 0.18 -0.48 0.49
H -2.01677 0.86690 -3.61130 -0.17 -0.02 0.00 0.43
O 3.62052 0.39184 0.64355 -0.11 0.39 0.36 -0.96
H 3.94101 1.08448 0.05256 -0.02 -0.12 -0.04 0.49
H 2.73792 0.18645 0.30638 0.04 -0.23 -0.12 0.48
O -3.09416 -1.32973 1.47236 -0.03 -0.03 -0.01 -0.98
H -2.46708 -0.59819 1.36050 -0.08 -0.35 -0.06 0.48
H -2.52015 -2.10922 1.50704 0.08 0.03 0.06 0.50
O 1.09333 -1.14614 3.49123 0.03 0.21 0.16 -0.94
H 1.94527 -1.59273 3.46072 -0.05 -0.09 -0.09 0.47
H 1.00342 -0.73833 2.62406 0.13 0.05 -0.01 0.46
O 3.15232 2.45732 -1.25389 -0.06 0.47 -0.01 -0.94
H 2.22830 2.69235 -1.11503 0.06 -0.38 0.09 0.46
H 3.40545 2.82489 -2.10684 0.06 -0.17 -0.06 0.48
O -3.57679 -1.83673 -1.42806 -0.19 -0.01 -0.03 -0.96
H -2.99969 -1.07508 -1.54533 -0.13 -0.13 0.01 0.47
H -3.74533 -1.83670 -0.47496 0.13 0.02 0.05 0.49
O 1.69103 0.36918 -3.15300 -0.19 0.56 -0.28 -0.95
H 1.44859 0.56743 -2.24208 0.03 -0.18 0.02 0.47
H 0.89469 -0.01193 -3.54425 0.04 -0.21 0.11 0.48
O -1.00577 1.49970 3.51641 -0.19 0.99 0.23 -0.98
H -0.05161 1.48930 3.36907 0.02 -0.45 0.06 0.49
H -1.37197 0.93318 2.83402 0.20 -0.30 0.07 0.49
O -0.35023 -3.11196 -1.57323 0.27 0.17 0.05 -1.00
H -1.04229 -3.36381 -2.19141 -0.08 -0.05 0.09 0.49
H -0.62478 -2.23817 -1.22916 -0.12 -0.38 -0.41 0.50
```
Positions in Å, forces in eV/Å.

Calculated values
Molar mass   376.2 g/mol
Spin multiplicity   1
Energy above the lowest of the compared OMol25 structures with the same formula, charge and spin   0.0000 eV
Charge   0
Highest occupied orbital energy   -9.84 eV
Frontier orbital gap   6.7 eV
Energy   -54901.6973 eV

***

# C4H8O

An isolated molecule of C4H8O (the ωB97M-V functional and the def2-TZVPD basis, OMol25).

The geometry in XYZ format:
```
13
Properties=species:S:1:pos:R:3:forces:R:3:nbo_charge:R:1
C 0.51852 0.26804 1.50251 0.05 -0.01 0.03 -0.61
C -0.19351 0.81346 0.26379 -0.03 0.03 0.00 -0.40
C -0.74844 -0.29807 -0.62888 0.09 0.07 0.01 -0.52
C 0.26201 -0.84160 -1.61649 0.25 0.12 -0.01 0.45
O 1.40855 -0.46927 -1.70555 -0.54 -0.17 0.07 -0.53
H 1.37841 -0.35135 1.22207 -0.15 0.11 0.02 0.21
H -0.15826 -0.34706 2.10960 0.09 0.11 -0.11 0.20
H 0.88350 1.08320 2.13647 -0.03 -0.13 -0.10 0.21
H -1.01197 1.47678 0.56737 0.12 -0.12 -0.03 0.20
H 0.51064 1.41265 -0.32531 -0.15 -0.05 0.10 0.22
H -1.09966 -1.14464 -0.01956 0.01 0.06 -0.14 0.23
H -1.62925 0.02768 -1.20489 0.23 -0.07 0.04 0.23
H -0.12055 -1.62982 -2.30114 0.05 0.06 0.10 0.10
```
Positions in Å, forces in eV/Å.

Calculated values
Molar mass   72.1 g/mol
Spin multiplicity   1
Energy above the lowest of the compared OMol25 structures with the same formula, charge and spin   0.2855 eV
Charge   0
Highest occupied orbital energy   -9.88 eV
Frontier orbital gap   11.0 eV
Energy   -6324.8824 eV
SMILES   CCCC=O

***

# C40H30BF11N2O

A cluster of 2 separate species, C40H30BF11N2O in total (the ωB97M-V functional and the def2-TZVPD basis, OMol25).

The geometry in XYZ format:
```
85
Properties=species:S:1:pos:R:3:forces:R:3:lowdin_charge:R:1
F 3.64854 1.93578 -1.54974 -0.30 0.10 -0.66 0.05
C 3.05207 2.08687 -2.77676 -0.29 0.04 -0.43 -0.20
C 3.88973 2.00544 -3.88835 -0.07 -0.06 0.11 -0.02
C 3.33832 2.09808 -5.16704 -0.21 -0.02 0.30 -0.09
C 1.95817 2.26726 -5.31140 0.09 -0.01 0.06 -0.03
C 1.18939 2.39590 -4.16610 0.37 0.07 -0.06 -0.23
F -0.14468 2.69328 -4.35414 0.55 -0.34 0.04 0.03
C 1.67393 2.33462 -2.85807 0.55 -0.18 -0.29 -0.01
B 0.67100 2.60019 -1.63374 -0.27 -0.48 -0.07 -0.39
C 1.41606 2.81235 -0.20210 0.13 -0.18 0.21 -0.01
C 1.29467 1.91639 0.84814 0.50 0.46 0.22 -0.20
F 0.62598 0.72576 0.61836 -0.02 0.23 0.25 0.00
C 1.85049 2.08232 2.11552 -0.06 -0.05 -0.24 -0.03
C 2.61868 3.22040 2.36668 -0.25 -0.09 -0.28 -0.08
C 2.80175 4.15845 1.34904 -0.09 -0.07 -0.24 -0.01
C 2.21294 3.92632 0.10682 0.15 -0.09 0.19 -0.20
F 2.49565 4.83340 -0.88034 -0.29 -0.59 0.62 0.07
C -0.14559 3.99299 -1.84766 -0.28 0.06 -0.05 -0.02
C -1.29746 4.20595 -1.09358 -0.03 0.46 -0.30 -0.22
F -1.72450 3.18706 -0.26788 0.09 0.49 -0.37 0.03
C -2.04431 5.38305 -1.10722 -0.03 -0.22 0.12 -0.03
C -1.62708 6.43826 -1.91887 0.22 -0.27 -0.14 -0.09
C -0.48071 6.28973 -2.70054 0.06 -0.28 0.10 -0.02
C 0.22867 5.09085 -2.63548 -0.13 0.31 0.13 -0.22
F 1.37905 5.05843 -3.37981 -0.72 -0.12 0.37 0.06
H -0.10721 1.57000 -1.62387 0.83 1.50 0.11 0.09
H 4.95839 1.86993 -3.72715 -0.25 0.02 -0.10 0.11
H 3.97997 2.05103 -6.04527 -0.15 -0.05 0.21 0.10
H 1.47785 2.32465 -6.28617 0.15 0.07 0.18 0.11
H 1.67724 1.32096 2.87110 0.10 0.13 -0.02 0.09
H 3.07771 3.36661 3.34312 -0.14 -0.01 -0.23 0.10
H 3.40092 5.05891 1.49090 -0.15 -0.30 -0.03 0.12
H -2.93525 5.45402 -0.48807 0.16 0.03 -0.09 0.11
H -2.18155 7.37561 -1.95019 0.07 -0.28 0.05 0.10
H -0.11112 7.07748 -3.35716 -0.12 -0.17 0.24 0.11
C -1.53007 -6.00927 2.87481 -0.16 -0.20 -0.31 0.00
N -1.31880 -4.60124 2.60501 0.36 0.29 0.36 -0.03
C -0.71661 -3.78675 3.52373 -0.10 -0.60 1.05 -0.35
O -0.39338 -4.11726 4.66756 -0.34 0.70 -1.80 0.09
C -0.57881 -2.40319 2.87994 -0.66 -0.27 1.02 -0.15
C 0.86222 -1.91130 2.84368 0.27 -0.05 -0.64 -0.04
C 1.38373 -1.71312 4.22817 0.26 0.22 0.49 -0.09
C 2.39206 -2.52120 4.75134 -0.13 -0.22 -0.13 -0.13
F 2.94838 -3.47619 3.96219 -0.32 0.59 0.62 0.10
C 2.79870 -2.41590 6.07671 0.28 -0.16 0.09 -0.11
F 3.74367 -3.24226 6.56652 -0.56 0.52 -0.25 0.12
C 2.21689 -1.45060 6.89985 0.06 -0.03 0.21 -0.11
F 2.59637 -1.34579 8.18685 -0.21 -0.04 -0.82 0.12
C 1.23729 -0.59879 6.38821 -0.09 0.25 0.24 -0.11
F 0.68708 0.34832 7.17399 0.34 -0.60 -0.46 0.12
C 0.83841 -0.74075 5.06484 -0.19 0.16 -0.05 -0.13
F -0.13770 0.08403 4.58070 0.72 -0.60 0.36 0.09
N -1.17281 -2.60522 1.56447 -0.27 1.53 -1.07 0.05
C -1.27663 -1.55870 0.72160 0.54 -0.76 0.74 0.03
C -1.50068 -1.64334 -0.64694 -0.31 -0.11 -1.04 -0.04
C -1.44775 -0.57108 -1.53804 -1.08 -1.02 1.50 0.07
C -1.99570 -0.66292 -2.85783 -0.33 -0.45 -1.58 -0.18
C -2.14976 0.50993 -3.63593 0.28 -0.14 0.54 0.01
C -2.76232 0.48558 -4.88423 -0.22 -0.26 -0.13 -0.04
C -3.29267 -0.71232 -5.38547 0.31 0.32 0.45 -0.05
C -3.14319 -1.89807 -4.64992 0.19 -0.01 0.25 -0.07
C -2.47558 -1.88792 -3.42857 0.02 0.43 0.14 -0.01
C -1.52151 -4.01219 1.28109 0.22 -0.56 -0.19 -0.46
C -0.55671 -4.64378 0.26451 0.12 0.00 0.14 0.02
C -2.97986 -4.18987 0.83456 0.03 0.17 0.33 0.01
H -1.32773 -6.19150 3.93254 -0.02 0.11 -0.22 0.10
H -2.56578 -6.28226 2.64171 0.17 0.01 0.15 0.09
H -0.86592 -6.63355 2.26107 -0.08 0.12 0.21 0.10
H -1.17952 -1.69033 3.46649 0.07 -0.23 -0.19 0.17
H 1.48787 -2.64621 2.31870 -0.13 0.26 0.07 0.14
H 0.88514 -0.97084 2.27737 0.12 -0.16 0.10 0.11
H -1.15886 -0.57863 1.18868 0.35 -0.20 -0.16 0.15
H -1.76874 -2.62386 -1.04147 0.12 0.47 0.11 0.06
H -1.11485 0.39171 -1.16023 0.00 0.07 -0.16 0.08
H -1.76562 1.43721 -3.21389 -0.05 -0.09 -0.22 0.11
H -2.83218 1.40957 -5.46194 -0.02 -0.31 0.22 0.12
H -3.81648 -0.72479 -6.34147 0.18 0.00 0.24 0.11
H -3.54948 -2.83595 -5.03946 0.22 0.34 0.14 0.11
H -2.32800 -2.83261 -2.89853 -0.14 0.31 -0.24 0.10
H 0.47402 -4.58343 0.64287 -0.27 -0.04 -0.16 0.10
H -0.82941 -5.69726 0.12045 0.14 0.27 0.00 0.09
H -0.61052 -4.13455 -0.70135 0.09 -0.21 0.18 0.08
H -3.64805 -3.85914 1.64055 0.10 -0.05 -0.26 0.11
H -3.19446 -3.61847 -0.07205 -0.03 -0.17 0.19 0.08
H -3.16338 -5.25224 0.63359 0.02 0.28 0.01 0.09
```
Positions in Å, forces in eV/Å.

Calculated values
Molar mass   774.5 g/mol
Spin multiplicity   1
Energy above the lowest of the compared OMol25 structures with the same formula, charge and spin   0.0000 eV
Charge   0
Highest occupied orbital energy   -7.72 eV
Frontier orbital gap   5.3 eV
Energy   -77561.4322 eV

***

Look up the energy above the lowest of the compared OMol25 structures with the same formula, charge and spin of the fourth one. 0.0000 eV